# 1
{
  "formula": "C38H34BrIN5O4RuS3",
  "method": "ωB97M-V/def2-TZVPD",
  "elements": ["Ru", "C", "N", "C", "C", "C", "C", "C", "C", "C", "C", "H", "H", "H", "H", "H", "H", "H", "H", "H", "H", "H", "H", "Br", "C", "C", "C", "C", "C", "C", "C", "O", "O", "H", "H", "H", "H", "I", "C", "C", "N", "N", "C", "H", "H", "H", "O", "C", "C", "C", "C", "C", "S", "C", "C", "C", "C", "S", "C", "C", "C", "C", "S", "H", "H", "H", "H", "H", "H", "H", "H", "H", "N", "C", "O", "C", "C", "C", "N", "C", "C", "H", "H", "H", "H", "H", "H"],
  "coordinates": [[0.053, -0.591, -0.467], [-2.323, 1.064, -2.310], [-1.739, -0.279, -2.344], [-1.379, -0.603, -3.731], [-2.699, -1.276, -1.867], [-1.996, -2.521, -1.424], [-2.563, -3.773, -1.628], [-2.011, -4.911, -1.060], [-0.883, -4.802, -0.264], [-0.284, -3.562, -0.077], [-0.812, -2.422, -0.684], [-3.214, 1.112, -2.950], [-1.590, 1.785, -2.666], [-2.600, 1.312, -1.291], [-2.284, -0.608, -4.351], [-0.899, -1.578, -3.781], [-0.697, 0.144, -4.131], [-3.449, -1.496, -2.637], [-3.228, -0.859, -1.007], [-3.466, -3.851, -2.222], [-2.471, -5.876, -1.225], [-0.466, -5.677, 0.218], [0.589, -3.500, 0.561], [0.736, 3.716, -3.180], [2.009, 2.528, -3.926], [2.856, 3.065, -4.885], [3.799, 2.264, -5.506], [3.893, 0.917, -5.187], [3.038, 0.383, -4.242], [2.093, 1.176, -3.588], [1.272, 0.504, -2.548], [1.125, -0.742, -2.563], [0.751, 1.167, -1.595], [2.768, 4.111, -5.141], [4.459, 2.698, -6.244], [4.625, 0.287, -5.672], [3.087, -0.665, -3.980], [6.161, -0.915, -1.601], [4.259, -1.558, -1.181], [3.646, -2.721, -1.603], [2.408, -2.711, -1.102], [2.157, -1.605, -0.380], [3.289, -0.899, -0.426], [4.006, -3.537, -2.206], [1.652, -3.349, -1.302], [3.362, 0.066, 0.046], [-1.411, 0.028, 0.529], [-2.066, 0.133, 1.816], [-3.446, -0.483, 1.683], [-4.679, 0.099, 1.777], [-5.743, -0.835, 1.664], [-5.296, -2.110, 1.511], [-3.593, -2.193, 1.513], [-1.348, -0.644, 2.904], [-0.448, -1.652, 2.751], [-0.141, -2.326, 3.963], [-0.845, -1.827, 5.014], [-1.871, -0.547, 4.539], [-2.064, 1.625, 2.106], [-1.292, 2.284, 3.021], [-1.381, 3.697, 2.922], [-2.195, 4.089, 1.906], [-2.847, 2.756, 1.066], [-4.839, 1.150, 1.951], [-6.787, -0.565, 1.707], [-5.880, -3.010, 1.404], [-0.029, -1.936, 1.799], [0.559, -3.144, 4.044], [-0.809, -2.136, 6.045], [-0.671, 1.779, 3.743], [-0.869, 4.385, 3.578], [-2.461, 5.093, 1.615], [3.445, 3.257, 4.981], [3.193, 3.627, 3.703], [3.508, 4.700, 3.238], [2.492, 2.602, 2.845], [2.608, 1.231, 3.039], [1.955, 0.381, 2.168], [1.208, 0.815, 1.148], [1.073, 2.136, 0.985], [1.715, 3.056, 1.794], [3.879, 3.934, 5.588], [3.038, 2.436, 5.388], [3.219, 0.816, 3.828], [2.036, -0.691, 2.284], [0.435, 2.463, 0.177], [1.610, 4.116, 1.614]],
  "total_charge": 1,
  "lumo_energy_ev": [-3.0, -4.3],
  "gap_ha": [0.288, 0.242],
  "s2": 6.03,
  "energy_ev": -168822.0105,
  "spin_multiplicity": 5,
  "relative_energy_kcal_mol": 24.0
}

---

# 2
{
  "formula": "C5H14N2O",
  "method": "ωB97M-V/def2-TZVPD",
  "elements": ["N", "C", "C", "C", "C", "C", "N", "H", "H", "H", "H", "H", "H", "H", "H", "H", "H", "H", "H", "O", "H", "H"],
  "coordinates": [[-0.327, -1.400, 1.708], [0.243, -1.395, 0.331], [1.098, -0.151, 0.214], [0.259, 1.186, 0.299], [0.201, 1.725, -1.190], [1.025, 0.726, -2.029], [1.639, -0.299, -1.197], [-0.858, -2.278, 1.852], [-0.941, -0.644, 1.939], [-0.449, -1.616, -0.474], [0.824, -2.324, 0.217], [1.759, -0.039, 1.071], [0.872, 1.828, 0.914], [-0.711, 1.066, 0.742], [-0.867, 1.757, -1.470], [0.490, 2.761, -1.336], [1.598, 1.324, -2.813], [0.580, 0.197, -2.890], [2.652, -0.264, -1.105], [-3.045, -0.387, 1.378], [-3.895, -0.058, 1.717], [-2.732, 0.491, 1.108]],
  "total_charge": 0,
  "lumo_energy_ev": 0.6,
  "gap_ha": 0.339,
  "energy_ev": -10438.0828,
  "smiles": "NC[C@@H]1CCCN1.O",
  "relative_energy_kcal_mol": 67.9
}

---

# 3
{
  "formula": "C3H5N3O",
  "method": "ωB97M-V/def2-TZVPD",
  "elements": ["O", "C", "C", "N", "C", "N", "N", "H", "H", "H", "H", "H"],
  "coordinates": [[0.178, -0.128, -2.390], [0.049, 0.018, -1.192], [1.035, -0.760, -0.277], [1.222, -0.165, 0.920], [0.258, 0.537, 1.358], [-0.826, 0.977, 0.746], [-1.236, 0.159, -0.575], [2.060, -0.891, -0.825], [0.284, -1.787, -0.269], [0.324, 0.611, 2.332], [-1.678, 0.464, 1.324], [-1.669, 0.966, -1.152]],
  "total_charge": 0,
  "lumo_energy_ev": 0.3,
  "gap_ha": 0.345,
  "energy_ev": -9705.7308,
  "smiles": "O=C1CN=CNN1",
  "relative_energy_kcal_mol": 111.9
}

---

# 4
{
  "formula": "C4H6N2O",
  "method": "ωB97M-V/def2-TZVPD",
  "elements": ["C", "C", "C", "C", "O", "N", "N", "H", "H", "H", "H", "H", "H"],
  "coordinates": [[1.761, -0.131, 1.987], [0.983, -0.007, 0.721], [-0.973, 0.456, -2.429], [-0.843, -0.077, -1.243], [-2.169, 0.912, -2.898], [-0.979, -0.826, -0.262], [-0.236, -0.459, 0.873], [1.229, -0.590, 2.839], [2.151, 0.849, 2.275], [2.635, -0.751, 1.746], [-0.157, 0.525, -3.141], [-2.794, 1.019, -2.172], [-0.608, -0.921, 1.705]],
  "total_charge": 0,
  "lumo_energy_ev": 0.6,
  "gap_ha": 0.329,
  "energy_ev": -9267.8405,
  "relative_energy_kcal_mol": 130.6
}

---

# 5
{
  "formula": "C9H12N4O",
  "method": "ωB97M-V/def2-TZVPD",
  "elements": ["C", "C", "C", "C", "C", "N", "C", "N", "C", "C", "N", "N", "H", "H", "H", "H", "H", "H", "H", "H", "H", "H", "C", "O", "H", "H"],
  "coordinates": [[1.938, 0.536, 1.120], [0.733, -0.226, 0.699], [0.796, -1.485, 0.313], [-0.514, -2.145, -0.048], [-1.476, -1.216, -0.711], [-1.614, 0.052, 0.028], [-0.546, 0.393, 0.665], [-0.725, 1.434, 1.514], [-1.564, 2.516, 1.245], [-1.385, 3.351, 2.302], [-0.441, 2.805, 3.087], [-0.078, 1.685, 2.648], [1.539, 1.525, 1.477], [2.545, 0.610, 0.252], [2.609, 0.084, 1.879], [1.700, -2.058, 0.302], [-0.267, -3.062, -0.724], [-0.891, -2.500, 0.834], [-2.403, -1.535, -0.681], [-1.218, -0.898, -1.711], [-2.178, 2.473, 0.366], [-1.575, 4.392, 2.312], [0.485, 0.992, -2.254], [0.092, 1.501, -1.239], [1.535, 0.524, -2.507], [-0.108, 0.964, -3.177]],
  "total_charge": 0,
  "lumo_energy_ev": 0.2,
  "gap_ha": 0.338,
  "energy_ev": -17531.2004,
  "smiles": "CC1=CCCN=C1n1ccnn1.C=O",
  "relative_energy_kcal_mol": 95.0
}

---

# 6
{
  "formula": "C6H8O3",
  "method": "ωB97M-V/def2-TZVPD",
  "elements": ["C", "C", "C", "C", "C", "O", "C", "O", "O", "H", "H", "H", "H", "H", "H", "H", "H"],
  "coordinates": [[2.314, 0.477, -0.298], [1.299, -0.545, 0.076], [-0.329, -0.316, 0.156], [-0.965, -1.831, -0.086], [-1.037, 0.786, -0.857], [-1.474, 1.890, 0.036], [-0.685, 1.655, 1.283], [0.048, 2.494, 2.018], [-0.887, 0.179, 1.458], [3.437, 0.103, -0.399], [1.995, 1.596, -0.427], [1.694, -1.616, 0.390], [-0.688, -2.116, -1.196], [-2.140, -1.700, 0.072], [-0.484, -2.527, 0.722], [-0.125, 1.138, -1.508], [-1.972, 0.331, -1.441]],
  "total_charge": 0,
  "lumo_energy_ev": 0.4,
  "gap_ha": 0.384,
  "energy_ev": -12488.8646,
  "smiles": "C=C[C@]1(C)COC(=O)O1",
  "relative_energy_kcal_mol": 121.0
}

---

# 7
{
  "formula": "C9H20N3O4P2",
  "method": "ωB97M-V/def2-TZVPD",
  "elements": ["C", "C", "O", "P", "O", "C", "C", "N", "C", "C", "P", "N", "N", "O", "C", "O", "C", "C", "H", "H", "H", "H", "H", "H", "H", "H", "H", "H", "H", "H", "H", "H", "H", "H", "H", "H", "H", "H"],
  "coordinates": [[-2.843, -1.746, 0.841], [-3.069, -0.528, 1.737], [-2.404, 0.647, 1.220], [-1.018, 1.030, 1.872], [-0.999, 1.105, 3.333], [-0.703, 2.636, 1.104], [0.622, 2.703, 0.373], [0.693, 1.757, -0.751], [1.887, 1.281, -1.251], [1.581, 0.364, -2.222], [2.798, -0.670, -3.095], [2.982, -2.031, -2.373], [0.221, 0.346, -2.298], [-0.475, -0.487, -3.111], [-0.302, 1.179, -1.399], [0.099, 0.080, 1.261], [0.564, -1.032, 2.071], [1.045, -2.127, 1.142], [-2.511, -2.597, 1.421], [-3.752, -2.031, 0.332], [-2.076, -1.513, 0.111], [-2.758, -0.739, 2.753], [-4.120, -0.282, 1.766], [-0.680, 3.354, 1.913], [-1.519, 2.939, 0.454], [0.864, 3.699, 0.023], [1.413, 2.412, 1.054], [2.840, 1.581, -0.870], [3.916, 0.175, -3.053], [2.361, -0.704, -4.429], [2.788, -2.829, -2.963], [-0.801, 0.033, -3.860], [-1.346, 1.335, -1.210], [1.378, -0.693, 2.695], [-0.221, -1.410, 2.710], [0.411, -2.161, 0.262], [2.066, -1.972, 0.818], [0.962, -3.096, 1.618]],
  "total_charge": 1,
  "lumo_energy_ev": -3.3,
  "gap_ha": 0.335,
  "energy_ev": -40888.4723,
  "smiles": "CCOP(=O)(CCn1cc([PH2]=N)[n+](O)c1)OCC"
}

---

# 8
{
  "formula": "C3H7N2O2",
  "method": "ωB97M-V/def2-TZVPD",
  "elements": ["C", "C", "C", "N", "N", "O", "O", "H", "H", "H", "H", "H", "H", "H"],
  "coordinates": [[-1.331, 0.689, -0.246], [0.137, -1.013, 0.696], [1.454, -0.347, 0.787], [-0.332, 0.943, -0.989], [-1.103, -0.161, 0.807], [2.495, -0.666, 0.095], [-0.394, 1.590, -2.166], [-2.275, 1.215, -0.518], [-0.079, -1.607, -0.138], [0.034, -1.484, 1.803], [1.809, 0.351, 1.633], [-1.821, -0.780, 1.089], [2.261, -1.183, -0.742], [-0.856, 2.453, -2.112]],
  "total_charge": 1,
  "lumo_energy_ev": -5.9,
  "gap_ha": 0.271,
  "energy_ev": -10288.3862,
  "relative_energy_kcal_mol": 102.0
}